# C20H29N5O3S

An isolated molecule of C20H29N5O3S (ωB97M-V with the def2-TZVPD basis set, OMol25).

Output
ΔE to the lowest compared entry with this formula, charge and spin: 176.3 kJ/mol
SMILES: Cc1ccc(C)n1CCN1CCN(CC(=O)Nc2ccc(S(N)(=O)=O)cc2)CC1
E_HOMO: -0.28132 hartree
Kohn-Sham gap: 8.03 eV

Geometry as ORCA input:
```
! wB97M-V def2-TZVPD RIJCOSX def2/J DEFGRID3
* xyz 0 1
H -2.573 -6.766 0.561
N -1.876 -1.328 -2.627
C -0.458 -5.710 1.901
H -3.680 -6.021 1.714
O 2.924 6.150 0.830
C -0.526 -3.641 2.757
O 4.899 4.666 0.632
H -0.114 -6.684 1.613
C 0.478 3.084 -1.100
H 2.686 4.875 3.008
C 1.226 3.973 -0.351
C -1.545 -3.055 -0.944
H 0.776 -2.383 3.842
C -2.859 -3.031 2.121
H -0.481 -0.708 -4.031
N 3.192 4.217 2.438
N -1.746 -3.933 2.204
O -1.745 1.803 -2.378
H -0.562 3.275 -1.306
C -1.707 -5.196 1.675
C -1.334 -0.290 -3.488
H -3.018 -0.163 -1.259
H -0.689 -1.061 -0.878
H 4.214 2.415 -0.385
C 1.079 1.928 -1.600
C -0.939 -1.826 -1.636
C 3.168 2.575 -0.590
H -1.699 -3.835 -1.696
H -0.016 -2.123 -2.142
H 1.305 -4.815 2.915
H -3.775 -3.615 2.021
C -0.938 0.965 -2.711
H -3.264 -5.171 0.218
H -2.915 -2.445 3.043
H -0.922 -2.187 4.278
C -2.761 -2.060 0.927
H -3.821 -0.616 -2.777
H 4.040 3.917 2.892
C -3.138 -0.969 -2.002
S 3.501 4.839 0.899
H -0.314 -1.501 2.770
C 0.288 -4.729 2.584
C -2.878 -5.821 1.001
N -2.831 -2.784 -0.332
H -3.882 -2.981 -2.091
H -3.601 -1.365 0.997
H -2.112 -0.017 -4.204
C 2.558 3.713 -0.101
H 0.955 0.219 -2.691
C -0.236 -2.353 3.447
C 2.430 1.682 -1.341
H 0.791 4.881 0.035
H -4.678 -1.979 -0.862
H -1.837 -1.476 1.016
N 0.387 0.989 -2.364
H -0.855 -3.433 -0.190
H 2.897 0.789 -1.733
C -3.719 -2.216 -1.326
*
```